## a
20
Properties=species:S:1:pos:R:3 method="wB97M-V/def2-TZVPD" gap_ev=9.45 lumo_ev=0.93 smiles=Cc1c[nH]cn1.CC
C 0.69503 -0.15873 -3.13833
C -0.21872 -0.45921 -1.94335
H 0.19516 -0.62515 -4.00850
H 0.90614 0.92774 -3.19132
H 1.61922 -0.69500 -2.99336
H -1.26463 -0.58400 -2.22772
H 0.12099 -1.36542 -1.40502
H -0.18711 0.28520 -1.15436
C 1.57845 0.92931 2.02971
C -0.93643 0.83740 1.84366
C 0.27674 0.19554 1.83950
C -1.12150 -1.23727 1.06289
N -1.86829 -0.11683 1.38963
N 0.13792 -1.07258 1.38496
H -1.16591 1.75905 2.32975
H -2.85118 0.05068 1.38205
H 1.63136 1.44602 3.03164
H 1.62374 1.67667 1.24667
H -1.59405 -2.05607 0.58023
H 2.42305 0.26264 1.94127


## b
20
Properties=species:S:1:pos:R:3 method="wB97M-V/def2-TZVPD" gap_ev=6.29 lumo_ev=0.74
C -1.15833 0.78314 -0.65956
C -0.41827 0.74695 1.68759
C -0.75121 -2.19553 -0.50832
N -0.16374 0.31883 0.30714
C 1.26585 0.43259 -0.19968
C 1.36065 -0.93306 -0.39683
C 1.90735 1.63077 -0.23104
N 0.14349 -1.33973 0.26691
H 1.98404 -1.58288 -0.98271
H -0.93078 0.33561 -1.62598
H -2.16270 0.51419 -0.33051
H -1.07599 1.86811 -0.75380
H -0.43607 1.83461 1.74367
H -1.37621 0.33808 2.01049
H 0.38267 0.35864 2.30977
H -0.79916 -1.95469 -1.57788
H -1.75007 -2.18989 -0.06929
H -0.34859 -3.20683 -0.39801
H 2.96856 1.68098 -0.41644
H 1.35850 2.56011 -0.17551


## c
20
Properties=species:S:1:pos:R:3 method="wB97M-V/def2-TZVPD" gap_ev=9.78 lumo_ev=0.95 smiles=N[C@]12CC[C@](N)(C1)C2
C 1.08511 -0.08023 0.03677
C 0.62880 1.42302 -0.03314
C -0.89223 1.39472 -0.06243
C -0.98901 -0.17361 -0.15467
C -0.01484 -0.58464 1.10763
C 0.13455 -0.67374 -1.05920
H 2.81030 -0.33500 -0.75942
H 2.73911 0.00608 0.79073
H 1.05798 1.95255 -0.80754
H 0.80322 1.80061 0.99113
H -1.27524 1.74088 -0.98632
H -1.51259 1.65172 0.87393
H -3.02573 -0.45318 -0.58105
H -2.44277 -0.33781 0.96269
H -0.07894 -1.69846 1.15280
H -0.05636 -0.08600 2.07629
H 0.34744 -0.11937 -2.03193
H 0.32472 -1.86805 -1.27989
N 2.36970 -0.62984 0.09044
N -2.28477 -0.81116 -0.00631


Least stable of them? b.


## a
20
Properties=species:S:1:pos:R:3 method="wB97M-V/def2-TZVPD" gap_ev=10.32 lumo_ev=1.02 smiles=C1CNC2(C1)CNC2
C -1.68233 -0.92931 0.23588
C -2.04754 0.56330 -0.13580
C 0.32645 0.35115 -0.10384
C -0.29611 -0.83736 -0.65093
C 1.21996 0.00370 1.15656
C 1.61444 0.61504 -0.91664
H -2.39862 -1.76269 -0.23132
H -1.50295 -1.14488 1.21099
H -2.94482 1.15901 0.47330
H -2.51308 0.31380 -1.21232
H -0.71710 1.63923 1.10641
H 0.37706 -1.62458 -0.33803
H -0.27796 -1.16323 -1.76157
H 1.02174 -0.87744 1.90196
H 1.42156 0.87226 1.69536
H 3.19248 -0.03142 0.19649
H 1.92927 1.64123 -0.84943
H 1.83655 0.12411 -1.79913
N -0.82067 1.45496 0.01416
N 2.26168 -0.36687 0.00789


## b
20
Properties=species:S:1:pos:R:3 method="wB97M-V/def2-TZVPD" gap_ev=9.23 lumo_ev=0.87 smiles=Cc1c[nH]cn1.CC
C -0.10678 3.44006 -0.08810
C 0.01168 3.56372 -1.62682
H -0.90422 3.99310 0.30366
H -0.36747 2.42238 0.17600
H 0.83598 3.74760 0.52774
H 0.40361 2.63178 -1.99406
H 0.62057 4.28708 -2.08950
H -0.87866 3.55420 -2.21478
C -1.63410 -1.82856 1.70468
C 1.17937 -1.92899 -0.58406
C -0.51900 -1.54281 0.79103
C 0.04403 -0.32223 0.36717
N 0.25329 -2.58473 0.21053
N 1.00193 -0.52770 -0.57136
H 2.02894 -2.44141 -1.01970
H 1.71169 0.01530 -0.90077
H -0.38139 0.65542 0.59872
H -1.36011 -2.58997 2.37805
H -2.51547 -1.88602 1.03226
H -1.83121 -0.88973 2.34487


Least stable of them? a.


## a
20
Properties=species:S:1:pos:R:3 method="wB97M-V/def2-TZVPD" gap_ev=9.43 lumo_ev=0.85 smiles=Cc1c[nH]cn1.CC
C 1.53404 -0.04224 1.31699
C 2.77642 -0.76481 1.83266
H 1.73993 0.63912 0.48988
H 0.79109 -0.73060 0.92838
H 1.11579 0.62570 2.07123
H 2.57795 -1.12825 2.84397
H 3.70564 -0.21976 1.71288
H 2.94569 -1.67294 1.23898
C -2.31104 -1.39366 -0.71975
C -0.66337 1.34746 -2.27797
C -1.63415 -0.10791 -1.04586
C -1.34666 0.94303 -0.22232
N -1.16817 0.15092 -2.30822
N -0.79406 1.89741 -1.03748
H -0.29500 1.99767 -3.05335
H -0.28588 2.70359 -0.70834
H -1.27474 0.99902 0.85305
H -1.74497 -2.21287 -1.17415
H -3.33242 -1.44721 -1.09027
H -2.33610 -1.58368 0.34969


## b
20
Properties=species:S:1:pos:R:3 method="wB97M-V/def2-TZVPD" gap_ev=9.53 lumo_ev=1.05 smiles=N[C@@H]1C[C@]12CCNC2
C 1.56501 0.41293 -0.48154
C 1.35864 1.11226 0.76915
C 0.20271 0.41018 0.32165
C -0.29874 -0.94223 0.60357
C -1.84150 -1.00148 -0.00987
C -1.01987 1.14217 -0.44188
H 2.87936 -1.24554 -0.95749
H 1.74340 -1.39977 0.51957
H 1.73625 1.15275 -1.23821
H 1.40660 2.22555 0.68739
H 2.05227 0.75419 1.70039
H -0.20842 -1.23359 1.75798
H 0.01727 -1.72512 0.04594
H -1.56064 -1.04706 -1.09696
H -2.60390 -1.65988 0.69022
H -2.99958 0.33380 -0.71334
H -1.29539 2.07708 0.03605
H -0.76356 1.33181 -1.60276
N 1.90396 -1.11144 -0.56732
N -2.27387 0.41340 -0.02253


## c
20
Properties=species:S:1:pos:R:3 method="wB97M-V/def2-TZVPD" gap_ev=9.95 lumo_ev=0.83
C 0.15766 1.41405 1.14434
C 0.25905 0.48934 -0.08524
C -0.95036 0.64700 -0.89950
C -1.03001 -1.08912 0.84914
C 0.20108 -0.98519 0.10045
C 1.68005 0.15830 -0.67487
H 0.06880 2.46461 0.68129
H 1.21080 1.14454 1.66830
H -0.79914 1.22881 1.70179
H -0.94192 0.37090 -1.92108
H -1.30719 1.71364 -1.12308
H -2.20629 -0.91524 -1.02424
H -1.06961 -0.64776 1.85504
H -1.23542 -2.11872 0.96750
H 0.13972 -1.49301 -0.89967
H 2.08380 -1.79040 -0.11738
H 2.55865 0.84452 -0.55741
H 1.41195 -0.25062 -1.76808
N -1.93750 -0.29084 -0.22982
N 1.70589 -0.89481 0.33251


Least stable of them? b.


## a
20
Properties=species:S:1:pos:R:3 method="wB97M-V/def2-TZVPD" gap_ev=10.06 lumo_ev=0.98
C -0.86436 -0.65341 -1.94734
C -1.74257 -0.72222 1.89303
C 1.54018 1.64151 -0.88528
N -0.90623 -0.60538 -0.50960
C 0.03393 -0.10583 0.19028
C 1.39934 0.26397 -0.31254
C -0.20324 0.04572 1.63438
N 2.40693 -0.49801 -0.25146
H 2.20107 -1.41979 0.12997
H -1.36069 -1.57365 -2.26026
H 0.15199 -0.64187 -2.36175
H -1.43294 0.18361 -2.36295
H -2.55969 -0.30472 1.31696
H -1.94319 -0.52351 2.94157
H -1.61767 -1.78640 1.72408
H 1.40833 2.37814 -0.08990
H 0.77486 1.82850 -1.64042
H 2.52989 1.75885 -1.32049
H 0.61883 -0.34742 2.23425
H -0.43474 1.08191 1.87749


## b
20
Properties=species:S:1:pos:R:3 method="wB97M-V/def2-TZVPD" gap_ev=8.80 lumo_ev=1.01 smiles=N[C@@]12CCNC[C@H]1C2
C 0.34024 -0.11183 0.78826
C -1.08784 -0.00415 1.14286
C -1.67374 0.09243 -0.37553
C 0.54122 0.08927 -1.53295
C 0.58227 -1.12268 -0.47194
C 1.31108 -1.10954 0.92030
H 0.50176 1.98257 0.42487
H 1.90927 1.31483 1.23825
H -1.41240 -0.95325 1.56606
H -1.01991 0.90513 1.81034
H -2.64879 0.79270 -0.43368
H -1.90273 -0.90483 -0.55231
H -0.96736 1.67370 -1.50407
H 0.49459 -0.16666 -2.63513
H 1.54036 0.69872 -1.39601
H -0.20283 -1.92175 -0.75386
H 1.11200 -2.06295 1.41508
H 2.33241 -0.91642 1.19503
N 1.05767 1.09655 0.45806
N -0.80729 0.62817 -1.30362


Least stable of them? b.


## a
11
Properties=species:S:1:pos:R:3 method="wB97M-V/def2-TZVPD" gap_ev=9.09 lumo_ev=-0.19
C 0.94712 -0.52858 -0.13855
C 0.04079 1.66381 -0.00732
C -1.47892 -0.20419 -0.18844
H 2.73583 -0.88857 -0.44441
H 0.09377 2.70757 0.37301
H -0.56785 -2.02243 0.79820
N 1.90469 -1.45871 -0.43580
N 1.09620 0.92119 0.24141
N -0.42082 -0.92602 0.35006
O -1.26436 1.27028 -0.45696
S -3.08646 -0.53435 -0.09119


## b
11
Properties=species:S:1:pos:R:3 method="wB97M-V/def2-TZVPD" gap_ev=7.74 lumo_ev=-2.08 smiles="NN1C(=O)C=NC1=S"
C 0.92224 -0.29701 -0.04206
C 0.39411 -1.60493 0.03317
C -1.43075 -0.33528 0.05264
H 0.41920 2.33843 -0.65947
H 0.60385 1.59973 1.05128
H 1.01963 -2.57169 -0.26724
N -0.01047 1.88516 0.14407
N -0.15534 0.42750 -0.15021
N -0.92686 -1.75348 0.10859
O 2.10413 0.14910 -0.16619
S -2.93974 0.16246 -0.10459


## c
11
Properties=species:S:1:pos:R:3 method="wB97M-V/def2-TZVPD" gap_ev="7.10 / 7.46" lumo_ev="-0.97 / -0.80"
C -0.14248 0.16264 -1.86510
C -1.55869 -1.51738 0.12224
C 0.48873 0.86509 -0.82814
N -0.60781 -0.47904 -2.66733
N -0.61275 -1.55474 0.78926
N -0.12543 1.31713 0.24593
O 1.77932 1.17169 -0.94366
S -1.68086 1.44068 0.56255
H -2.36874 -1.58054 -0.43014
H 0.46242 1.48594 1.04064
H 2.18747 1.22948 -1.79887


Least stable of them? c.